Formula: C11H12NO2
Source: the Open Molecules 2025 dataset
Level of theory: the ωB97M-V functional and the def2-TZVPD basis

```
26
Properties=species:S:1:pos:R:3
C 0.48 0.83 0.70
H -2.36 0.04 -1.60
N 1.44 1.18 1.68
H 1.82 -2.61 -2.08
C -0.57 1.17 2.70
H 1.26 1.36 3.83
H -2.57 0.89 3.24
H -1.46 0.96 4.65
O 0.53 -1.73 -4.97
C 1.91 -2.21 -3.09
C -1.84 0.47 0.46
H -1.97 2.41 3.87
H -2.89 0.46 0.77
H 2.38 -1.23 -2.94
C 0.51 -2.08 -3.79
H 2.39 0.87 1.71
C -0.81 0.91 1.28
C -1.60 0.15 -0.84
H 1.78 0.20 -0.95
C 0.82 0.52 -0.62
C -1.69 1.36 3.67
H -0.25 -0.21 -2.42
C -0.28 0.16 -1.41
H 2.64 -2.75 -3.70
O -0.46 -2.40 -3.04
C 0.77 1.29 2.89
```

net charge: -1
frontier orbital gap: 7.0 eV
largest force on an atom: 0.05164 hartree/bohr

---

Formula: C11H12NO2
Source: the Open Molecules 2025 dataset
Level of theory: the ωB97M-V functional and the def2-TZVPD basis

```
26
Properties=species:S:1:pos:R:3
H -0.82 -3.33 -0.86
H 1.09 0.56 1.94
H -1.30 -1.19 -1.90
H 0.93 -3.15 -1.00
H 1.67 4.98 -0.11
N 0.80 0.61 0.97
O -0.61 -5.03 1.29
C 0.15 3.99 -1.22
H -0.09 4.91 -1.72
C 0.01 -0.31 0.42
C -0.18 1.66 -0.75
C -1.69 -0.21 -1.53
C -0.63 0.30 -0.68
C 1.12 4.03 -0.21
H -1.82 0.18 -2.54
O -0.30 -2.88 1.81
H -2.54 -0.53 -0.91
H -1.23 2.77 -2.32
C 1.47 2.99 0.66
H 0.30 -4.69 -0.89
C 0.79 1.83 0.26
C -0.47 2.80 -1.55
H 2.17 3.00 1.46
C 0.13 -3.67 -0.47
C -0.17 -3.90 1.06
H 0.18 -1.37 0.81
```

2S+1: 2
⟨S²⟩: 0.77
frontier orbital gap (alpha / beta): 6.6 / 3.5 eV
largest force on an atom: 0.06540 hartree/bohr

---

Formula: C11H12NO3
Source: the Open Molecules 2025 dataset
Level of theory: the ωB97M-V functional and the def2-TZVPD basis

```
27
Properties=species:S:1:pos:R:3
C -1.58 -0.28 -3.02
C 1.58 1.28 -0.05
O 2.00 -0.58 1.72
C -0.54 0.14 -2.21
H 2.95 1.95 1.57
H 0.58 -3.18 0.48
C 1.46 -1.85 1.82
C 1.71 -2.65 2.89
C 0.25 1.26 -0.10
H 1.41 -3.71 2.83
C -3.21 0.58 -1.54
C -2.87 0.10 -2.73
C -0.83 0.75 -0.95
H 0.45 -0.29 -2.44
H -1.45 -1.06 -3.72
H 1.69 -0.69 0.65
C 0.98 2.51 1.51
H 0.86 3.14 2.34
N 2.05 1.98 0.96
H 2.28 -2.22 3.67
H 2.28 0.59 -0.59
C -2.19 0.83 -0.63
H -3.65 -0.30 -3.32
O -0.08 2.08 0.92
H -4.26 0.86 -1.24
O 0.65 -2.20 0.76
H -2.52 0.96 0.41
```

net charge: +1
frontier orbital gap: 7.8 eV
largest force on an atom: 0.13069 hartree/bohr

---

Formula: C11H12NO4PtS2Se3Te
Source: the Open Molecules 2025 dataset
Level of theory: the ωB97M-V functional and the def2-TZVPD basis

```
35
Properties=species:S:1:pos:R:3
S 1.83 2.96 0.84
O -2.25 0.49 -1.36
H 2.89 1.50 2.30
H 3.16 3.60 -1.04
Te -3.88 4.53 0.14
Pt -1.07 1.88 -0.30
H 2.10 0.05 -0.27
C -2.10 -3.11 -1.70
H -2.19 -5.38 0.81
N -0.31 -0.05 -0.10
C 2.86 0.51 0.36
C 2.69 2.67 -0.73
O -0.42 -0.70 2.10
H -2.77 -5.14 -1.56
H 3.49 -0.29 0.77
C -1.53 -2.09 -0.97
H -1.17 -3.50 2.08
O 0.34 3.15 0.49
H -2.35 -2.99 -2.75
O -0.34 -0.45 -2.66
Se -3.63 3.45 2.30
H 4.01 1.10 -1.41
Se -2.27 1.74 2.23
H 1.90 2.40 -1.44
C -2.00 -4.44 0.32
Se -2.01 3.84 -1.26
S -1.10 -0.48 -1.46
C 2.20 1.30 1.48
H 4.53 1.87 0.08
C -1.19 -2.21 0.37
C -1.43 -3.40 1.04
H 1.28 0.89 1.89
C 3.66 1.52 -0.47
C -0.60 -0.95 0.93
C -2.33 -4.30 -1.03
```

net charge: +1
frontier orbital gap (alpha / beta): 5.0 / 5.0 eV
largest force on an atom: 0.00894 hartree/bohr

---

Formula: C11H12O
Source: the Open Molecules 2025 dataset
Level of theory: the ωB97M-V functional and the def2-TZVPD basis

```
24
Properties=species:S:1:pos:R:3
H -3.27 2.41 -0.02
H 2.57 1.85 0.45
H -4.65 -1.59 0.62
C -1.39 -0.48 0.31
C 1.88 -0.21 0.30
H 3.20 -1.91 0.49
C -3.01 1.34 0.02
C -4.01 0.38 0.17
C 2.24 -1.61 -0.04
H -0.13 1.97 -0.80
C 0.46 0.19 0.48
H -2.16 -2.51 0.77
H 2.93 0.94 -1.15
H -5.05 0.66 0.29
C -0.28 1.50 0.19
C -2.34 -1.48 0.46
H 1.45 -2.40 0.04
C 2.92 0.86 0.04
C -3.64 -0.97 0.35
H 2.43 -1.59 -1.04
H 3.93 0.57 0.57
H 0.08 2.19 1.00
O 1.30 -0.05 1.59
C -1.69 0.91 0.11
```

frontier orbital gap: 9.8 eV
largest force on an atom: 0.07707 hartree/bohr

---

Formula: C11H13BClNOs
Source: the Open Molecules 2025 dataset
Level of theory: the ωB97M-V functional and the def2-TZVPD basis

```
28
Properties=species:S:1:pos:R:3
C -1.35 -0.18 1.71
C -0.61 -2.31 -2.57
H -3.01 1.36 1.78
Cl -1.55 1.35 -0.95
H 2.79 0.82 -0.84
C 0.96 -2.34 -0.86
B -2.85 0.14 1.80
C -1.13 -3.08 -1.48
N -0.22 -0.52 1.64
H -3.34 -0.31 2.82
C 0.69 -1.84 -2.17
H 1.19 2.84 -1.70
C 1.36 2.56 -0.66
C 2.17 1.47 -0.21
H 1.32 -1.15 -2.74
H -3.36 -0.41 0.84
C 1.31 2.54 1.66
H 0.20 4.12 0.48
H 1.79 -2.08 -0.21
H 2.72 0.80 1.86
H -0.20 -3.76 0.45
H 1.15 2.84 2.69
C -0.12 -3.20 -0.48
C 0.84 3.22 0.49
Os 0.29 1.32 0.44
H -1.13 -2.05 -3.49
H -2.06 -3.62 -1.51
C 2.14 1.45 1.22
```

2S+1: 5
⟨S²⟩: 6.03
frontier orbital gap (alpha / beta): 7.6 / 4.9 eV
largest force on an atom: 0.27756 hartree/bohr

---

Formula: C11H13BrMo
Source: the Open Molecules 2025 dataset
Level of theory: the ωB97M-V functional and the def2-TZVPD basis

```
26
Properties=species:S:1:pos:R:3
H 1.85 -0.78 -2.36
H -2.05 1.31 -1.90
H -0.80 -0.91 -2.83
H -2.99 0.77 0.55
C 2.35 -0.05 -0.31
H -0.87 -2.78 -0.93
C -2.35 0.11 -0.03
H 3.07 -0.79 0.02
H 0.52 1.58 -2.61
C 1.13 1.93 -0.49
C -1.99 -1.25 0.28
C 1.00 1.20 -1.71
Mo -0.13 -0.05 0.58
H -0.64 0.93 3.48
C -0.43 0.68 2.43
H 0.53 1.20 2.20
C 1.72 -0.03 -1.59
C -1.18 -0.76 -1.83
Br 0.92 -2.01 1.69
C 1.99 1.16 0.38
H 0.79 2.94 -0.32
H 2.40 1.49 1.33
H -1.38 0.31 2.01
C -1.22 -1.76 -0.81
H -2.29 -1.82 1.16
C -1.84 0.41 -1.34
```

2S+1: 3
⟨S²⟩: 2.02
frontier orbital gap (alpha / beta): 6.4 / 7.7 eV
largest force on an atom: 0.10547 hartree/bohr

---

Formula: C11H13BrN
Source: the Open Molecules 2025 dataset
Level of theory: the ωB97M-V functional and the def2-TZVPD basis

```
26
Properties=species:S:1:pos:R:3
H -2.16 3.86 -0.63
C 2.72 -0.88 0.51
N 2.58 -2.03 -0.52
C -1.80 -0.78 -0.84
H -0.31 3.89 0.82
H -1.82 -0.75 -1.94
C -1.79 2.87 -0.25
H 1.39 -2.05 1.68
H -0.18 -2.19 -0.97
H 1.42 -0.19 2.03
H 2.28 -1.91 -1.41
H -2.87 -1.20 -0.67
C 0.07 1.84 0.98
C 1.24 -0.96 1.31
Br 3.17 0.73 -0.40
H 1.88 -2.72 -0.01
H 3.59 -2.20 -0.74
C -0.61 2.91 0.51
C -0.05 -0.73 0.60
C -2.33 1.69 -0.74
H -3.23 1.56 -1.13
C -1.59 0.62 -0.39
C -0.49 0.63 0.45
C -0.75 -1.66 -0.21
H 0.99 1.91 1.52
H -1.37 -2.25 0.46
```

net charge: +1
frontier orbital gap: 5.7 eV
largest force on an atom: 0.10016 hartree/bohr